1.
Formula: C31H32N6O2SSr
Source: the OMol25 dataset
Level of theory: ωB97M-V/def2-TZVPD

Element x y z (Å)
Sr (0.13070, 0.21708, -0.15313)
C (-1.84318, -2.52833, 0.47916)
N (-2.22845, -1.80398, -0.73013)
C (-2.02669, -2.61688, -1.95183)
C (-0.70822, -2.32203, -2.66060)
C (-0.69352, -0.95583, -3.36936)
N (0.13787, 0.06910, -2.69451)
C (0.86927, 0.80361, -3.44343)
C (1.68416, 1.98960, -3.06909)
C (2.45019, 2.53856, -4.11147)
C (3.21313, 3.67360, -3.94978)
C (3.18398, 4.30035, -2.69425)
C (2.43679, 3.79909, -1.65143)
C (1.67619, 2.61641, -1.78739)
O (1.00543, 2.13518, -0.77728)
C (-3.60893, -1.30386, -0.61250)
C (-3.88585, -0.03000, -1.38498)
C (-2.98350, 1.18096, -1.03617)
N (-2.21322, 0.98130, 0.21762)
C (-2.83691, 1.11218, 1.31943)
C (-2.35901, 0.75027, 2.68028)
C (-3.30697, 0.86232, 3.70909)
C (-3.04278, 0.45881, 5.00037)
C (-1.77630, -0.08837, 5.26278)
C (-0.81927, -0.20967, 4.27873)
C (-1.06386, 0.22473, 2.95798)
O (-0.16135, 0.12941, 2.02975)
H (-2.42491, -3.45304, 0.61780)
H (-1.98889, -1.88894, 1.35285)
H (-0.78443, -2.79222, 0.44407)
H (-2.85483, -2.39977, -2.63224)
H (-2.12106, -3.68132, -1.69938)
H (-0.47990, -3.11783, -3.37493)
H (0.10093, -2.37387, -1.92544)
H (-1.71860, -0.57556, -3.38184)
H (-0.39476, -1.07704, -4.41255)
H (0.88721, 0.58240, -4.51754)
H (2.42701, 2.04048, -5.07810)
H (3.79999, 4.07601, -4.76424)
H (3.75995, 5.20584, -2.53050)
H (2.41436, 4.29907, -0.68906)
H (-3.80289, -1.13968, 0.44812)
H (-4.32234, -2.08053, -0.92169)
H (-4.93021, 0.23354, -1.20301)
H (-3.82116, -0.22956, -2.45942)
H (-3.58893, 2.08518, -0.95670)
H (-2.28253, 1.34912, -1.85645)
H (-3.87302, 1.47929, 1.30324)
H (-4.28301, 1.27491, 3.46413)
H (-3.78928, 0.55609, 5.77667)
H (-1.54315, -0.42213, 6.26841)
H (0.15994, -0.62279, 4.48745)
N (4.96508, -1.52440, -0.04451)
C (5.20344, -0.16230, 0.11062)
C (6.37825, 0.58925, 0.11323)
C (6.22678, 1.94250, 0.34272)
C (4.95917, 2.52040, 0.56028)
C (3.81224, 1.75442, 0.54576)
C (3.95475, 0.38841, 0.30706)
N (2.94985, -0.61081, 0.26020)
C (3.61904, -1.70820, 0.05927)
C (3.03437, -3.07076, 0.04102)
C (3.73262, -4.22648, 0.09172)
S (2.65331, -5.53308, 0.08682)
C (1.34610, -4.45958, 0.04876)
N (1.65861, -3.18731, 0.01777)
H (5.64942, -2.23572, -0.22568)
H (7.35376, 0.14599, -0.04726)
H (7.10393, 2.57838, 0.35771)
H (4.88406, 3.58674, 0.73181)
H (2.83161, 2.19204, 0.69062)
H (4.80153, -4.36835, 0.14998)
H (0.32221, -4.82061, 0.03122)

## Properties
HOMO-LUMO gap, eV: 7.2
Energy relative to the best compared isomer or geometry (same formula, charge and spin), kcal per mole: 29.9
Highest occupied orbital energy, eV: -7.0
LUMO energy, eV: 0.19

***

2.
Formula: C31H33AsFeN6O3SbSe4
Source: the OMol25 dataset
Level of theory: ωB97M-V/def2-TZVPD

Element x y z (Å)
Fe (-1.99605, 0.75181, 1.88288)
Se (1.41763, 1.52107, 5.86635)
Sb (-0.79814, 2.57017, 5.64790)
Se (-2.23919, 0.92957, 4.20560)
Se (-0.13789, 4.40153, 3.88978)
Se (-2.09460, 5.72531, 3.66068)
C (8.29745, 1.41444, -7.01073)
O (6.91830, 1.30815, -7.30656)
C (6.05526, 1.24532, -6.25872)
C (4.70253, 1.14495, -6.58774)
C (3.75069, 1.08048, -5.59618)
C (4.11884, 1.11303, -4.24764)
C (5.46578, 1.20781, -3.93325)
C (6.43849, 1.27476, -4.92467)
C (3.07089, 1.04606, -3.22385)
N (1.78927, 0.92406, -3.46910)
C (1.18548, 0.90467, -2.23430)
C (2.12082, 1.01247, -1.23116)
N (3.32817, 1.09919, -1.87895)
C (1.80720, 0.98810, 0.16453)
C (2.72170, 1.03599, 1.23281)
C (2.24779, 0.94730, 2.51407)
C (0.86892, 0.80470, 2.73432)
N (-0.00418, 0.78965, 1.74264)
C (0.45033, 0.87644, 0.47089)
C (-0.55359, 0.78037, -0.56779)
N (-1.82950, 0.65700, -0.13856)
C (-2.79128, 0.52764, -1.03519)
C (-2.53407, 0.52325, -2.41065)
C (-1.24151, 0.65100, -2.86167)
C (-0.20940, 0.77911, -1.92445)
H (8.80931, 1.45396, -7.96799)
H (8.65079, 0.54709, -6.44698)
H (8.51353, 2.32563, -6.44694)
H (4.42573, 1.12241, -7.63332)
H (2.70065, 1.00365, -5.84255)
H (5.79658, 1.22957, -2.90187)
H (7.47712, 1.34945, -4.63908)
H (4.22568, 1.22119, -1.44685)
H (3.78385, 1.13856, 1.04274)
H (2.88366, 0.99956, 3.38779)
H (0.48833, 0.70897, 3.74746)
H (-3.79402, 0.43260, -0.63701)
H (-3.35980, 0.42580, -3.10183)
H (-1.00176, 0.65291, -3.91678)
C (-5.71820, 4.06151, 2.51106)
O (-5.49141, 2.67543, 2.23031)
C (-4.24815, 2.28599, 1.96308)
O (-4.04310, 1.09235, 1.70763)
N (-3.29192, 3.22156, 1.94087)
N (-1.97914, 2.74224, 1.79510)
H (-6.79551, 4.17010, 2.59035)
H (-5.34003, 4.68975, 1.70375)
H (-5.24438, 4.34557, 3.45183)
H (-3.30936, 4.12665, 2.44925)
H (-1.44699, 3.05011, 2.62525)
H (-1.55434, 3.22449, 1.00539)
C (-1.28042, -2.36455, 3.73258)
As (-1.94159, -1.65981, 2.05417)
C (-0.57989, -2.43535, 0.87845)
C (-3.46651, -2.85766, 1.67523)
C (-3.20650, -4.30909, 1.91725)
C (-2.63458, -5.11430, 0.93362)
C (-2.35751, -6.45145, 1.17747)
C (-2.65400, -7.01207, 2.41175)
C (-3.23643, -6.22463, 3.39518)
C (-3.50886, -4.88759, 3.14891)
H (-1.09462, -3.43664, 3.65926)
H (-1.99089, -2.14296, 4.52570)
H (-0.36010, -1.83220, 3.97246)
H (-0.41628, -3.48607, 1.11505)
H (0.35110, -1.88963, 1.03331)
H (-0.87061, -2.34019, -0.16950)
H (-3.74988, -2.67101, 0.63748)
H (-4.27446, -2.48978, 2.30917)
H (-2.41213, -4.68779, -0.03794)
H (-1.90814, -7.05692, 0.40006)
H (-2.43450, -8.05423, 2.60506)
H (-3.48033, -6.65250, 4.35938)
H (-3.95614, -4.27612, 3.92397)

## Properties
HOMO-LUMO gap, eV: 4.6
Highest occupied orbital energy, eV: -3.1
LUMO energy, eV: 1.49
Total charge: -1

***

3.
Formula: C31H33Br2N9O2STa
Source: the OMol25 dataset
Level of theory: ωB97M-V/def2-TZVPD

Element x y z (Å)
Ta (0.05687, 0.36116, 0.39549)
N (1.75054, -2.64040, -2.53992)
C (1.41121, -2.04028, -1.38721)
S (1.82466, -0.32612, -1.21050)
N (0.77707, -2.66072, -0.45854)
N (0.61681, -1.83892, 0.65983)
C (0.86561, -2.46171, 1.76051)
C (1.06299, -1.83688, 3.03740)
C (1.29744, -2.62668, 4.17053)
C (1.68020, -2.04359, 5.36109)
C (1.88089, -0.66552, 5.41827)
C (1.67369, 0.13069, 4.30237)
C (1.24073, -0.45319, 3.12330)
O (0.98886, 0.32701, 2.04289)
H (2.36668, -2.17863, -3.18728)
H (1.71464, -3.64874, -2.57710)
H (1.04486, -3.53093, 1.67666)
H (1.19218, -3.70224, 4.09699)
H (1.85538, -2.65358, 6.23592)
H (2.21442, -0.21215, 6.34241)
H (1.84364, 1.19804, 4.33214)
Br (-4.44780, -2.60963, 4.68386)
C (-3.28627, -1.74686, 3.52241)
C (-2.41622, -0.76426, 3.98304)
C (-1.55115, -0.18676, 3.08317)
N (-1.51025, -0.51662, 1.77804)
C (-2.39301, -1.42579, 1.32172)
C (-3.28037, -2.06380, 2.16811)
C (-2.35228, -1.66136, -0.13210)
C (-3.18448, -2.57504, -0.74560)
C (-3.11353, -2.75248, -2.12288)
Br (-4.22122, -3.97183, -2.97573)
C (-2.19095, -1.99955, -2.83366)
C (-1.39249, -1.11440, -2.14460)
N (-1.45688, -0.91594, -0.81812)
H (-2.40476, -0.46134, 5.02032)
H (-0.87456, 0.59062, 3.40701)
H (-3.97418, -2.80204, 1.79725)
H (-3.89066, -3.15897, -0.17626)
H (-2.08232, -2.10295, -3.90373)
H (-0.65363, -0.55320, -2.69045)
O (-0.30034, 1.43228, -1.62516)
C (-0.86852, 2.74052, -1.71786)
C (-1.98259, 2.76980, -0.72977)
C (-3.00140, 3.69367, -0.88514)
C (-4.03357, 3.73246, 0.03344)
C (-4.00771, 2.81676, 1.07403)
C (-2.96359, 1.92046, 1.15379)
N (-1.93279, 1.87703, 0.28022)
H (0.42361, 1.31227, -2.25797)
H (-1.23807, 2.90762, -2.72891)
H (-0.11749, 3.49578, -1.47710)
H (-2.98008, 4.36912, -1.73037)
H (-4.84030, 4.44637, -0.06593)
H (-4.78986, 2.78516, 1.81938)
H (-2.95856, 1.21359, 1.96470)
C (1.27405, 4.18166, 4.19089)
C (-0.08114, 4.01369, 3.53923)
N (0.03519, 3.15703, 2.35024)
C (1.16620, 3.00562, 1.62196)
N (1.06851, 2.29696, 0.45893)
C (2.16318, 2.68681, -0.46289)
C (3.50004, 2.42183, 0.20335)
C (3.60226, 3.34869, 1.39647)
N (2.29357, 3.55670, 2.03990)
C (2.30001, 4.54160, 3.13793)
H (1.57433, 3.26653, 4.70309)
H (1.22335, 4.96694, 4.94348)
H (-0.48051, 4.98622, 3.24312)
H (-0.79221, 3.55626, 4.22685)
H (-0.80228, 3.05620, 1.80143)
H (2.07428, 3.75182, -0.70399)
H (2.08584, 2.14587, -1.39998)
H (4.33111, 2.60757, -0.47582)
H (3.54938, 1.37580, 0.51154)
H (3.96425, 4.33305, 1.09172)
H (4.28884, 2.96402, 2.15106)
H (2.11815, 5.53563, 2.72195)
H (3.30259, 4.54046, 3.56072)

## Properties
HOMO-LUMO gap, eV: 7.3
Energy relative to the best compared isomer or geometry (same formula, charge and spin), kcal per mole: 0.0
Highest occupied orbital energy, eV: -16.3
LUMO energy, eV: -9.01
Total charge: +3

***

4.
Formula: C31H33BrCrN7O2
Source: the OMol25 dataset
Level of theory: ωB97M-V/def2-TZVPD

Element x y z (Å)
Cr (0.56982, 0.97274, -0.85643)
C (0.62450, 4.00907, -0.46068)
C (0.14744, 3.84715, -1.91428)
N (-0.50516, 2.53948, -2.02879)
C (-0.75419, 2.03348, -3.37895)
C (-1.05395, 0.56299, -3.29761)
C (-2.02985, -0.01791, -4.07038)
C (-2.13642, -1.40747, -4.07566)
C (-1.21265, -2.14512, -3.37092)
C (-0.26441, -1.48744, -2.59350)
C (0.83703, -2.30884, -1.97255)
N (1.70694, -1.59741, -1.08016)
C (2.20887, -0.34873, -1.35483)
C (2.02796, 1.94540, 0.16725)
N (0.82878, 2.69898, 0.17668)
N (-0.22851, -0.15788, -2.49796)
H (-0.13025, 4.53605, 0.11848)
H (1.52241, 4.63199, -0.43839)
H (0.98054, 3.88064, -2.61424)
H (-0.52327, 4.66784, -2.17619)
H (-1.39433, 2.57714, -1.53211)
H (0.16284, 2.15506, -3.96294)
H (-1.54931, 2.56632, -3.90276)
H (-2.68154, 0.58979, -4.68241)
H (-2.90933, -1.89638, -4.65315)
H (-1.21738, -3.22616, -3.40164)
H (1.41946, -2.70779, -2.81383)
H (0.38921, -3.15174, -1.45281)
H (1.75313, -1.92349, -0.13123)
H (2.40957, -0.20410, -2.41736)
H (3.09756, -0.13729, -0.76923)
H (3.24888, 3.58201, -0.00655)
H (2.24425, 1.57218, 1.16240)
H (0.44200, 2.62479, 1.13934)
O (0.37363, 1.70641, 2.47130)
C (-0.18876, 0.65337, 2.15014)
N (-0.95294, -0.08928, 2.96345)
C (-1.51462, -1.25493, 2.30276)
C (-0.95587, -1.02600, 0.88073)
O (-1.22305, -1.70941, -0.08335)
N (-0.13792, 0.07944, 0.87303)
C (-0.97795, -2.53504, 2.93840)
C (-1.62993, -3.07759, 4.04011)
C (-1.11135, -4.19470, 4.67761)
C (0.05772, -4.78375, 4.21933)
C (0.71530, -4.24549, 3.12382)
C (0.19963, -3.12426, 2.49242)
C (-3.03266, -1.22220, 2.20450)
C (-3.76313, -0.09104, 2.54684)
C (-5.14044, -0.07237, 2.37066)
C (-5.79125, -1.17614, 1.84318)
C (-5.06324, -2.30933, 1.50411)
C (-3.69085, -2.33498, 1.68455)
H (-1.05582, 0.10461, 3.94559)
H (-2.55115, -2.63069, 4.39427)
H (-1.62566, -4.61014, 5.53402)
H (0.45527, -5.66162, 4.71031)
H (1.62783, -4.69926, 2.75893)
H (0.71817, -2.70123, 1.64086)
H (-3.26647, 0.77458, 2.96727)
H (-5.70533, 0.80703, 2.65106)
H (-6.86397, -1.15828, 1.70431)
H (-5.56624, -3.17948, 1.10312)
H (-3.12217, -3.22041, 1.43276)
Br (7.42448, 3.35316, -2.32198)
C (5.77663, 2.87891, -1.59082)
C (4.59618, 2.90806, -2.37390)
C (3.39702, 2.66638, -1.81196)
N (3.27541, 2.60750, -0.34499)
C (4.49591, 2.03200, 0.25977)
C (5.68865, 2.27942, -0.30618)
H (4.66507, 3.04954, -3.44484)
H (2.49261, 2.46963, -2.36294)
H (4.35414, 1.50859, 1.19255)
H (6.58646, 1.95366, 0.20259)

## Properties
HOMO-LUMO gap (alpha / beta), eV: 7.2 / 5.7
Energy relative to the best compared isomer or geometry (same formula, charge and spin), kcal per mole: 126.7
Highest occupied orbital energy (alpha / beta), eV: -13.1 / -13.1
2S+1: 2
LUMO energy (alpha / beta), eV: -5.87 / -7.37
Total charge: +2